# 1
Formula: C12H30LiO6
Source: the Open Molecules 2025 dataset
Level of theory: the ωB97M-V functional and the def2-TZVPD basis

Geometry as ORCA input:
```
! wB97M-V def2-TZVPD RIJCOSX def2/J DEFGRID3
* xyz 1 1
Li -0.151 -0.158 -0.194
C 0.894 3.071 -0.046
O 1.060 1.706 -0.324
C 2.287 1.450 -0.995
C 2.526 -0.043 -1.156
O 1.305 -0.705 -1.453
C 1.512 -2.067 -1.751
H 0.813 3.657 -0.968
H 1.711 3.468 0.567
H -0.026 3.186 0.528
H 3.116 1.886 -0.426
H 2.276 1.942 -1.977
H 2.986 -0.471 -0.257
H 3.224 -0.176 -1.989
H 1.836 -2.629 -0.868
H 2.250 -2.183 -2.550
H 0.569 -2.499 -2.082
C -1.592 -0.352 -3.239
O -1.519 0.074 -1.890
C -2.188 1.300 -1.623
C -2.668 1.265 -0.198
O -1.590 0.909 0.657
C -1.906 1.107 2.032
H -2.628 -0.453 -3.574
H -1.124 -1.333 -3.308
H -1.052 0.329 -3.903
H -3.075 1.396 -2.259
H -1.531 2.150 -1.832
H -3.476 0.527 -0.119
H -3.059 2.244 0.098
H -2.638 0.367 2.369
H -2.343 2.099 2.185
H -0.984 1.042 2.600
C -1.848 -2.405 0.466
O -0.557 -1.895 0.712
C -0.075 -2.228 2.008
C 1.317 -1.661 2.084
O 1.224 -0.298 1.707
C 2.043 0.586 2.466
H -2.222 -1.976 -0.461
H -2.543 -2.159 1.277
H -1.834 -3.498 0.367
H -0.084 -3.314 2.144
H -0.720 -1.769 2.768
H 1.962 -2.181 1.364
H 1.741 -1.795 3.082
H 1.997 1.563 1.990
H 3.090 0.264 2.475
H 1.695 0.661 3.500
*
```

The value obtained for the energy relative to the best compared isomer or geometry (same formula, charge and spin) is 0.0398 eV. For the HOMO energy, the calculation gives -13.2 eV. Its LUMO energy is -1.86 eV.

---

# 2
Formula: C12H30N2O4PtSb
Source: the Open Molecules 2025 dataset
Level of theory: the ωB97M-V functional and the def2-TZVPD basis

Geometry as ORCA input:
```
! wB97M-V def2-TZVPD RIJCOSX def2/J DEFGRID3
* xyz 3 1
Pt 0.615 0.662 -0.196
N 2.079 1.358 3.575
C 1.875 1.209 2.296
O 0.793 0.661 1.862
C 2.842 1.682 1.276
C 2.630 0.810 0.062
H 1.392 1.065 4.258
H 2.923 1.787 3.930
H 3.880 1.627 1.615
H 2.630 2.737 1.078
H 2.982 -0.213 0.204
H 3.079 1.243 -0.830
C -0.278 -0.216 -3.074
O 0.216 0.891 -2.284
C -0.455 2.150 -2.561
C 0.288 3.181 -1.772
O 0.148 2.886 -0.376
C -1.049 3.390 0.259
H -0.209 0.048 -4.128
H -1.313 -0.442 -2.814
H 0.371 -1.063 -2.877
H -1.509 2.071 -2.285
H -0.393 2.381 -3.625
H -0.052 4.192 -2.003
H 1.353 3.114 -1.992
H -0.985 4.477 0.304
H -1.069 2.993 1.270
H -1.946 3.104 -0.291
C 1.488 -3.313 1.377
Sb 0.343 -2.669 -0.275
C -1.522 -3.609 -0.039
C 1.271 -3.551 -1.961
H 1.384 -4.400 1.380
H 1.099 -2.898 2.303
H 2.532 -3.039 1.239
H -1.327 -4.663 -0.244
H -2.250 -3.220 -0.745
H -1.866 -3.477 0.985
H 1.465 -4.579 -1.650
H 2.203 -3.046 -2.201
H 0.590 -3.533 -2.809
C -3.817 -0.163 0.674
C -2.377 -0.248 1.070
N -2.088 -0.264 2.362
O -1.472 -0.324 0.191
H -4.428 -0.868 1.239
H -3.928 -0.351 -0.389
H -4.190 0.840 0.893
H -2.819 -0.191 3.054
H -1.128 -0.218 2.666
*
```

The value obtained for the energy relative to the best compared isomer or geometry (same formula, charge and spin) is 0.7976 eV. For the HOMO energy (alpha / beta), the calculation gives -18.4 / -18.4 eV. Its LUMO energy (alpha / beta) is -12.20 / -12.20 eV.

---

# 3
Formula: C12H30N2O4Tl
Source: the Open Molecules 2025 dataset
Level of theory: the ωB97M-V functional and the def2-TZVPD basis

Geometry as ORCA input:
```
! wB97M-V def2-TZVPD RIJCOSX def2/J DEFGRID3
* xyz 3 1
Tl 0.156 2.232 0.262
C 2.260 4.421 -3.322
O 1.744 3.183 -3.245
C 2.027 2.400 -4.364
C 1.090 1.203 -4.385
N -0.249 1.351 -3.808
C -1.009 2.412 -4.522
C -2.421 2.650 -3.969
O -2.406 2.646 -2.568
C -3.720 2.458 -2.092
H 2.104 4.926 -2.368
H 1.720 5.002 -4.070
H 3.340 4.506 -3.437
H 3.099 2.203 -4.388
H 1.851 3.036 -5.231
H 1.491 0.259 -4.016
H 0.966 0.971 -5.442
H -0.704 0.474 -4.014
H -0.953 2.104 -5.566
H -0.426 3.332 -4.562
H -3.000 1.813 -4.359
H -2.906 3.518 -4.417
H -3.666 2.195 -1.035
H -4.169 1.619 -2.623
H -4.277 3.392 -2.161
C 2.321 -3.788 6.901
O 1.561 -2.668 6.671
C 1.369 -2.329 5.323
C 0.204 -1.442 4.970
N -0.067 -1.354 3.538
C -0.986 -2.458 3.175
C -1.591 -2.292 1.782
O -0.561 -2.054 0.852
C 0.097 -3.243 0.427
H 2.193 -4.217 7.895
H 3.370 -3.525 6.763
H 2.029 -4.564 6.194
H 1.112 -3.299 4.897
H 2.234 -1.848 4.865
H 0.401 -0.493 5.468
H -0.592 -1.820 5.612
H 0.831 -1.679 3.207
H -1.755 -2.644 3.925
H -0.503 -3.431 3.084
H -2.268 -1.441 1.708
H -2.165 -3.175 1.499
H -0.575 -3.920 -0.100
H 0.532 -3.702 1.315
H 0.870 -2.918 -0.270
*
```

The value obtained for the energy relative to the best compared isomer or geometry (same formula, charge and spin) is 3.5909 eV. For the HOMO energy, the calculation gives -16.9 eV. Its LUMO energy is -15.32 eV.

---

# 4
Formula: C12H30O6
Source: the Open Molecules 2025 dataset
Level of theory: the ωB97M-V functional and the def2-TZVPD basis

Geometry as ORCA input:
```
! wB97M-V def2-TZVPD RIJCOSX def2/J DEFGRID3
* xyz 1 2
C -0.419 7.268 -0.737
O -1.286 6.692 0.327
C -1.032 5.359 0.647
C 0.365 5.221 1.324
O 0.233 4.018 2.182
C 1.355 3.858 3.083
H -0.407 6.750 -1.696
H 0.582 7.655 -0.542
H -0.965 8.201 -0.875
H -1.002 4.743 -0.252
H -1.713 4.939 1.386
H 0.633 6.125 1.871
H 1.181 5.147 0.605
H 0.994 3.303 3.949
H 1.628 4.847 3.449
H 2.221 3.400 2.605
C -2.747 -8.537 -2.724
O -2.061 -7.299 -2.481
C -2.816 -6.168 -2.273
C -1.926 -4.910 -1.989
O -0.962 -5.010 -0.924
C -0.469 -3.811 -0.543
H -3.366 -8.687 -1.839
H -2.113 -9.412 -2.867
H -3.417 -8.378 -3.569
H -3.487 -6.244 -1.417
H -3.378 -5.918 -3.173
H -2.615 -4.075 -1.862
H -1.266 -4.651 -2.817
H 0.179 -3.329 -1.274
H 0.238 -4.115 0.228
H -1.094 -3.029 -0.111
C 1.464 -1.645 1.633
O 2.784 -1.136 1.895
C 2.956 0.227 1.904
C 2.524 1.011 0.640
O 1.116 0.992 0.380
C 0.713 1.812 -0.706
H 0.727 -1.058 2.182
H 1.277 -2.713 1.739
H 1.124 -1.393 0.629
H 4.041 0.308 1.972
H 2.562 0.709 2.799
H 2.964 0.579 -0.258
H 2.777 2.071 0.677
H 1.526 2.449 -1.053
H -0.036 2.584 -0.528
H 0.411 1.252 -1.591
*
```

For the HOMO energy (alpha / beta), the calculation gives -11.5 / -11.5 eV. Its LUMO energy (alpha / beta) is -2.59 / -9.27 eV.

---

# 5
Formula: C12H31BFN3O3P
Source: the Open Molecules 2025 dataset
Level of theory: the ωB97M-V functional and the def2-TZVPD basis

Geometry as ORCA input:
```
! wB97M-V def2-TZVPD RIJCOSX def2/J DEFGRID3
* xyz -1 1
C -2.958 -3.266 5.017
C -2.541 -3.781 3.659
O -2.083 -4.898 3.494
O -2.799 -2.964 2.617
C -2.184 -1.641 2.631
C -0.815 -1.638 1.981
C 0.381 -1.967 2.893
C 0.333 -1.304 4.271
B 0.143 0.326 4.251
F 0.402 0.835 5.595
H -2.153 -2.700 5.486
H -3.848 -2.641 4.950
H -3.166 -4.139 5.641
H -2.169 -1.223 3.636
H -2.865 -1.014 2.048
H -0.829 -2.364 1.158
H -0.645 -0.650 1.544
H 0.474 -3.060 2.969
H 1.285 -1.620 2.379
H -0.472 -1.748 4.870
H 1.264 -1.531 4.809
H 0.895 0.864 3.421
H -1.039 0.630 3.965
O 0.722 -0.002 -1.169
P 0.630 0.768 -2.448
N 2.249 0.876 -3.022
C 3.211 1.919 -2.744
C 2.820 -0.398 -3.429
N -0.079 2.181 -1.687
C 0.643 3.417 -1.452
C -0.940 1.832 -0.543
N -0.226 1.177 -3.943
C -0.863 0.086 -4.676
C 0.407 2.121 -4.826
H 3.838 2.081 -3.628
H 3.868 1.677 -1.898
H 2.727 2.866 -2.531
H 2.670 -0.599 -4.499
H 2.395 -1.230 -2.861
H 3.893 -0.400 -3.238
H 1.568 3.282 -0.873
H 0.004 4.087 -0.876
H 0.877 3.949 -2.379
H -0.377 1.668 0.382
H -1.525 0.937 -0.733
H -1.640 2.656 -0.388
H -0.152 -0.524 -5.255
H -1.604 0.485 -5.373
H -1.385 -0.578 -3.984
H 1.184 1.675 -5.465
H 0.853 2.952 -4.284
H -0.379 2.530 -5.466
*
```

For the HOMO energy, the calculation gives -4.5 eV. Its LUMO energy is 2.32 eV.

---

# 6
Formula: C12H31ClCoNO4
Source: the Open Molecules 2025 dataset
Level of theory: the ωB97M-V functional and the def2-TZVPD basis

Geometry as ORCA input:
```
! wB97M-V def2-TZVPD RIJCOSX def2/J DEFGRID3
* xyz 1 4
Co 0.288 -1.211 1.604
Cl 0.257 0.026 0.257
C 2.616 0.188 3.470
O 2.025 -0.621 2.414
C 3.040 -1.459 1.788
C 2.589 -2.048 0.475
N 1.226 -2.563 0.699
C 0.378 -2.833 -0.499
C -1.099 -3.012 -0.073
O -1.497 -1.959 0.767
C -2.901 -2.051 1.136
H 3.248 -0.464 4.073
H 1.894 0.695 4.109
H 3.357 0.813 2.972
H 3.270 -2.368 2.344
H 3.905 -0.859 1.505
H 3.320 -2.759 0.090
H 2.524 -1.272 -0.287
H 1.364 -3.486 1.085
H 0.700 -3.749 -0.995
H 0.430 -2.071 -1.276
H -1.333 -4.026 0.252
H -1.740 -2.838 -0.937
H -3.602 -2.037 0.301
H -3.105 -1.258 1.856
H -3.146 -2.960 1.685
C 1.389 2.756 -2.908
C 0.562 1.841 -1.957
C -0.496 1.021 -2.671
O 1.587 1.072 -1.359
H 2.223 3.237 -2.396
H 0.844 3.544 -3.428
H 1.802 2.049 -3.626
H 0.206 2.492 -1.160
H -1.392 1.616 -2.847
H -0.877 0.283 -1.965
H -0.124 0.537 -3.574
H 1.100 0.550 -0.717
C -1.948 2.118 1.253
C -2.525 1.745 -0.102
C -2.082 2.759 -1.242
O -2.049 0.501 -0.346
H -2.270 3.126 1.514
H -0.861 2.184 1.300
H -2.325 1.479 2.051
H -3.608 1.692 0.003
H -2.464 3.727 -0.916
H -2.579 2.469 -2.167
H -1.008 2.856 -1.402
H -1.109 0.530 -0.153
*
```

For the HOMO energy (alpha / beta), the calculation gives -11.8 / -11.8 eV. Its LUMO energy (alpha / beta) is -3.36 / -4.06 eV.

---

# 7
Formula: C12H31ClFN2O3Si2
Source: the Open Molecules 2025 dataset
Level of theory: the ωB97M-V functional and the def2-TZVPD basis

Geometry as ORCA input:
```
! wB97M-V def2-TZVPD RIJCOSX def2/J DEFGRID3
* xyz -1 1
C -2.744 -1.665 5.218
C -3.291 -3.045 4.723
O -2.313 -4.056 4.619
C -1.354 -3.769 3.614
C -1.909 -3.828 2.158
O -1.178 -3.036 1.242
C -1.305 -1.643 1.533
Si -1.124 -0.524 -0.012
C -2.655 -0.652 -1.143
N -2.855 0.655 -1.811
C -3.928 0.619 -2.824
O 0.316 -1.014 -0.784
Si 0.920 0.056 -1.993
Cl 0.443 2.087 -1.650
C 2.801 -0.176 -2.061
C 3.621 1.029 -1.484
C 3.860 2.161 -2.519
C 4.707 3.294 -1.850
C 3.997 4.686 -1.692
N 2.528 4.643 -1.760
H -1.697 -1.795 5.532
H -2.824 -0.870 4.460
H -3.324 -1.317 6.090
H -3.864 -2.874 3.796
H -4.019 -3.394 5.476
H -0.594 -4.566 3.690
H -0.803 -2.833 3.826
H -2.991 -3.614 2.080
H -1.779 -4.869 1.813
H -2.232 -1.407 2.103
H -0.467 -1.349 2.210
H -1.081 0.867 0.485
H -3.530 -0.819 -0.456
H -2.636 -1.504 -1.839
H -3.133 1.290 -1.076
H -4.138 -0.404 -3.174
H -4.860 1.030 -2.378
H -3.648 1.276 -3.665
H 0.355 -0.390 -3.281
H 3.030 -1.059 -1.426
H 3.143 -0.413 -3.124
H 4.621 0.619 -1.226
H 3.215 1.406 -0.521
H 2.952 2.504 -3.027
H 4.493 1.708 -3.303
H 5.037 2.951 -0.852
H 5.638 3.469 -2.426
H 4.293 5.084 -0.699
H 4.397 5.379 -2.451
H 2.226 5.184 -2.555
H 2.090 4.976 -0.917
F 3.589 -0.090 -4.685
*
```

The value obtained for the energy relative to the best compared isomer or geometry (same formula, charge and spin) is 0.6769 eV. For the HOMO energy, the calculation gives -4.0 eV. Its LUMO energy is 2.30 eV.

---

# 8
Formula: C12H31ClIO2P2Ru
Source: the Open Molecules 2025 dataset
Level of theory: the ωB97M-V functional and the def2-TZVPD basis

Geometry as ORCA input:
```
! wB97M-V def2-TZVPD RIJCOSX def2/J DEFGRID3
* xyz 3 5
C 1.541 -0.407 -1.075
C 0.081 -1.078 -1.133
H 1.993 -0.491 -2.067
H 2.286 -0.986 -0.454
H 1.719 0.695 -0.925
O -0.121 -1.835 -2.089
I -1.479 -0.696 0.152
Ru 1.805 1.824 0.613
P 0.001 2.205 -0.801
C -1.092 1.352 -2.101
C -1.077 3.496 -0.055
H -1.299 4.313 -0.759
H 0.401 3.638 -2.774
H -0.485 3.892 0.784
H 1.702 3.812 -1.547
H -2.130 1.302 -1.738
H -2.018 3.062 0.313
C 1.039 3.119 -2.075
H -1.023 1.906 -3.057
H 1.618 2.370 -2.612
H -0.708 0.315 -2.322
P 1.369 -0.238 1.923
C 0.727 -2.128 1.552
C 3.079 -0.899 2.436
H 0.846 0.931 3.963
H 1.042 -0.793 4.375
H -0.493 -0.251 3.615
C 0.598 -0.100 3.631
H 3.651 -0.035 2.789
H 3.029 -1.650 3.231
H 1.481 -2.803 1.904
H 0.618 -2.255 0.440
H 3.570 -1.362 1.573
H -0.229 -2.289 2.068
Cl 3.472 2.906 1.808
C -2.351 -3.619 -4.102
C -1.932 -3.866 -2.571
O -2.479 -2.921 -1.741
C -3.702 -3.485 -1.141
C -4.649 -2.347 -1.285
H -3.254 -4.174 -4.383
H -1.495 -3.955 -4.565
H -2.487 -2.558 -4.394
H -2.354 -4.841 -2.178
H -0.790 -3.881 -2.421
H -4.134 -4.356 -1.744
H -3.477 -3.828 -0.111
H -4.687 -2.056 -2.360
H -5.638 -2.648 -0.943
H -4.192 -1.488 -0.782
*
```

The value obtained for the energy relative to the best compared isomer or geometry (same formula, charge and spin) is 1.7617 eV. For the HOMO energy (alpha / beta), the calculation gives -19.0 / -19.2 eV. Its LUMO energy (alpha / beta) is -12.30 / -13.01 eV.

---

# 9
Formula: C12H31N4O8P2
Source: the Open Molecules 2025 dataset
Level of theory: the ωB97M-V functional and the def2-TZVPD basis

Geometry as ORCA input:
```
! wB97M-V def2-TZVPD RIJCOSX def2/J DEFGRID3
* xyz 1 1
C -2.588 3.242 1.557
C -2.044 2.025 0.816
C -2.685 0.733 1.323
C -0.511 1.912 0.874
N 0.086 2.352 2.145
N 0.324 3.660 2.437
C 0.826 3.699 3.670
N 0.981 2.491 4.167
C 0.528 1.660 3.209
N 0.508 0.322 3.282
H -3.652 3.352 1.352
H -2.479 3.136 2.640
H -2.113 4.180 1.252
H -2.277 2.142 -0.246
H -2.156 0.358 2.204
H -3.719 0.906 1.623
H -2.687 -0.044 0.557
H -0.014 2.462 0.074
H -0.210 0.871 0.772
H 0.092 4.397 1.789
H 1.090 4.626 4.154
H 0.420 -0.097 4.192
H 0.754 -0.270 2.503
C -5.218 -0.327 -2.939
O -4.538 -1.351 -3.676
P -3.124 -1.890 -3.232
O -2.557 -1.213 -2.057
O -2.227 -1.835 -4.536
C -1.869 -0.556 -5.075
O -3.391 -3.432 -3.100
C -2.280 -4.337 -2.983
H -4.900 0.654 -3.291
H -6.278 -0.460 -3.133
H -5.014 -0.418 -1.874
H -1.613 0.140 -4.275
H -2.694 -0.164 -5.668
H -1.002 -0.713 -5.709
H -1.575 -3.982 -2.231
H -1.784 -4.440 -3.946
H -2.697 -5.291 -2.674
C 4.827 -3.580 1.480
O 5.234 -2.199 1.381
P 4.201 -1.057 1.092
O 2.807 -1.484 0.895
O 4.815 -0.200 -0.086
C 4.895 -0.796 -1.394
O 4.409 -0.082 2.323
C 3.677 1.137 2.255
H 4.833 -4.032 0.491
H 5.560 -4.067 2.116
H 3.833 -3.657 1.914
H 3.990 -1.365 -1.612
H 5.771 -1.440 -1.448
H 4.993 0.019 -2.104
H 2.679 0.916 1.867
H 4.166 1.870 1.614
H 3.597 1.521 3.269
*
```

For the HOMO energy, the calculation gives -12.6 eV. Its LUMO energy is -2.82 eV.